No. 1
Entry from OMol25: 2 unconnected molecules or ions with the total composition C3H10NS (ωB97M-V/def2-TZVPD).

CARTESIAN COORDINATES (ANGSTROEM)
C (-0.975, 1.222, -1.799)
S (-1.976, 1.730, -0.291)
H (-0.154, 0.835, -1.250)
H (-1.606, 0.597, -2.446)
H (-0.801, 2.107, -2.446)
C (0.715, 0.262, 1.373)
C (1.075, -1.038, 0.482)
N (-0.087, -1.777, 0.129)
H (1.502, 0.935, 1.211)
H (-0.157, 0.867, 1.289)
H (0.529, -0.082, 2.448)
H (1.776, -0.662, -0.318)
H (1.521, -1.729, 1.172)
H (-0.668, -1.998, 0.861)
H (-0.694, -1.270, -0.414)

Forces on the atoms, in the same order (eV/Å):
-2.2 1.7 0.2
-0.5 0.2 -0.5
1.3 -0.8 -0.8
0.6 -0.6 0.4
0.6 -0.4 0.6
0.1 -2.5 1.4
-1.0 2.5 1.9
1.7 -1.5 -2.5
1.5 1.1 0.7
-1.1 -0.1 -1.6
1.1 0.4 -1.0
-1.0 -1.1 0.4
1.4 0.0 0.2
-0.9 -0.7 2.6
-1.5 1.8 -2.1

The net charge is -1. The energy relative to the best compared isomer or geometry (same formula, charge and spin) is 2.062 eV. The value obtained for the gap between HOMO and LUMO is 6.2679 eV.

---

No. 2
Entry from OMol25: 8 unconnected molecules or ions with the total composition C47H105N5O8 (ωB97M-V/def2-TZVPD).

CARTESIAN COORDINATES (ANGSTROEM)
O (17.478, 12.635, 19.764)
H (16.992, 12.911, 18.983)
H (17.310, 11.703, 19.689)
O (16.196, 10.863, 15.005)
H (17.053, 11.176, 14.690)
H (16.373, 10.336, 15.815)
C (13.528, 15.831, 24.488)
C (14.107, 14.551, 23.831)
C (13.112, 14.108, 22.689)
C (13.191, 14.965, 21.440)
C (14.616, 14.998, 20.973)
C (15.619, 15.580, 21.971)
N (15.467, 14.785, 23.233)
O (16.320, 15.272, 24.267)
C (17.100, 15.321, 21.521)
C (15.452, 17.057, 22.285)
C (14.285, 13.483, 24.915)
H (13.146, 16.602, 23.831)
H (14.259, 16.339, 25.120)
H (12.678, 15.555, 25.199)
H (13.179, 13.094, 22.353)
H (12.109, 14.178, 23.130)
H (12.942, 16.021, 21.609)
H (12.462, 14.611, 20.712)
H (14.611, 15.607, 20.064)
H (14.960, 14.012, 20.710)
H (17.353, 14.272, 21.240)
H (17.389, 15.889, 20.639)
H (17.805, 15.593, 22.302)
H (14.401, 17.243, 22.468)
H (16.045, 17.386, 23.148)
H (15.701, 17.616, 21.379)
H (14.779, 12.564, 24.592)
H (13.245, 13.262, 25.265)
H (14.923, 13.833, 25.700)
H (15.898, 16.049, 24.602)
C (12.763, 16.371, 17.907)
C (11.805, 17.544, 17.863)
C (12.198, 18.383, 16.664)
C (11.019, 19.344, 16.286)
C (9.690, 18.580, 16.079)
C (9.286, 17.899, 17.367)
N (10.486, 16.985, 17.623)
O (10.090, 16.278, 18.781)
C (8.990, 18.792, 18.495)
C (8.122, 16.958, 17.054)
C (11.900, 18.292, 19.254)
H (12.737, 15.778, 17.012)
H (12.675, 15.648, 18.750)
H (13.769, 16.807, 18.043)
H (13.113, 18.980, 16.867)
H (12.475, 17.706, 15.818)
H (11.300, 19.926, 15.391)
H (10.945, 20.115, 17.026)
H (9.825, 17.817, 15.313)
H (8.895, 19.184, 15.601)
H (7.982, 19.212, 18.418)
H (9.121, 18.244, 19.392)
H (9.616, 19.671, 18.562)
H (7.416, 17.355, 16.350)
H (8.623, 16.095, 16.660)
H (7.589, 16.814, 18.000)
H (12.931, 18.311, 19.563)
H (11.583, 17.656, 20.067)
H (11.402, 19.232, 19.351)
H (9.878, 15.370, 18.475)
C (8.031, 12.455, 13.993)
C (9.306, 12.362, 14.880)
C (9.367, 13.421, 15.974)
C (8.498, 13.080, 17.169)
C (8.866, 11.710, 17.655)
C (8.701, 10.611, 16.551)
N (9.569, 11.051, 15.447)
O (9.393, 10.072, 14.444)
C (9.141, 9.283, 17.130)
C (7.217, 10.445, 16.117)
C (10.475, 12.565, 13.880)
H (7.125, 12.521, 14.637)
H (8.018, 11.537, 13.405)
H (8.105, 13.317, 13.303)
H (10.444, 13.495, 16.329)
H (9.211, 14.415, 15.589)
H (7.461, 13.229, 16.879)
H (8.793, 13.782, 17.974)
H (8.313, 11.365, 18.556)
H (9.908, 11.697, 18.030)
H (8.853, 8.514, 16.392)
H (10.248, 9.224, 17.226)
H (8.638, 9.062, 18.074)
H (6.689, 9.786, 16.858)
H (6.689, 11.369, 16.161)
H (7.061, 10.075, 15.110)
H (11.413, 12.412, 14.407)
H (10.431, 13.572, 13.440)
H (10.423, 11.787, 13.093)
H (10.131, 9.443, 14.502)
C (10.561, 14.128, 10.089)
C (11.587, 15.168, 10.525)
C (10.915, 16.499, 10.559)
C (11.733, 17.574, 11.270)
C (12.074, 17.134, 12.691)
C (12.919, 15.904, 12.646)
N (12.041, 14.921, 11.926)
O (12.869, 13.707, 11.892)
C (14.324, 16.129, 12.026)
C (13.046, 15.288, 14.031)
C (12.775, 15.130, 9.509)
H (9.730, 14.237, 10.792)
H (10.928, 13.142, 10.230)
H (10.225, 14.355, 9.055)
H (10.712, 16.833, 9.530)
H (9.954, 16.436, 11.064)
H (11.116, 18.469, 11.344)
H (12.638, 17.739, 10.645)
H (11.143, 16.943, 13.231)
H (12.613, 17.949, 13.137)
H (14.149, 16.869, 11.234)
H (15.040, 16.545, 12.761)
H (14.767, 15.206, 11.729)
H (13.675, 14.400, 13.956)
H (13.476, 15.875, 14.884)
H (12.045, 15.018, 14.387)
H (12.409, 15.394, 8.539)
H (13.164, 14.111, 9.513)
H (13.627, 15.809, 9.658)
H (12.487, 13.209, 12.662)
C (18.259, 9.523, 18.201)
C (17.448, 8.895, 19.356)
C (18.321, 8.920, 20.605)
C (17.522, 8.703, 21.897)
C (16.384, 9.709, 22.015)
C (15.456, 9.638, 20.775)
N (16.321, 9.826, 19.641)
O (15.497, 9.830, 18.472)
C (14.680, 8.348, 20.735)
C (14.412, 10.755, 20.804)
C (17.032, 7.512, 18.860)
H (18.352, 10.614, 18.269)
H (17.810, 9.316, 17.214)
H (19.232, 9.061, 18.249)
H (19.106, 8.165, 20.526)
H (18.754, 9.912, 20.738)
H (18.227, 8.812, 22.755)
H (17.207, 7.644, 21.950)
H (16.886, 10.703, 22.049)
H (15.877, 9.550, 22.935)
H (14.101, 8.333, 19.813)
H (15.234, 7.420, 20.892)
H (13.912, 8.385, 21.541)
H (13.838, 10.569, 21.723)
H (14.991, 11.678, 20.915)
H (13.766, 10.832, 19.931)
H (17.911, 7.030, 18.410)
H (16.223, 7.573, 18.098)
H (16.704, 6.872, 19.669)
H (15.581, 10.782, 18.225)
C (13.103, 12.416, 17.199)
C (14.330, 13.053, 17.791)
O (15.527, 12.364, 17.318)
H (13.083, 11.311, 17.322)
H (13.059, 12.659, 16.144)
H (12.156, 12.714, 17.682)
H (14.409, 12.897, 18.849)
H (14.412, 14.091, 17.497)
H (15.511, 12.354, 16.377)

Forces on the atoms, in the same order (eV/Å):
0.1 0.6 -0.2
-0.1 0.6 -0.3
-0.1 -1.4 0.5
0.1 -0.2 0.6
-0.1 -0.2 0.1
0.0 0.4 -0.7
-1.1 -0.5 1.4
0.5 0.3 -1.3
-0.4 1.0 1.1
0.0 0.7 0.9
0.3 0.6 -0.9
1.4 -0.7 1.3
-0.5 -0.7 0.2
0.4 -1.1 -0.9
-0.1 -0.7 -0.4
-0.5 0.1 -0.9
-1.3 -0.3 -0.4
-0.1 -0.2 -0.4
0.0 -0.1 0.2
1.0 0.3 -0.9
0.7 -0.9 0.2
0.0 0.0 0.0
-0.4 -0.2 0.3
0.2 -0.1 -0.3
0.5 0.0 -0.1
0.2 -0.5 -0.1
-0.7 0.6 0.4
-0.3 0.4 -0.2
-0.2 0.2 0.2
-0.1 0.4 0.2
0.0 0.0 -0.5
0.2 0.3 0.3
-0.3 0.1 -0.5
0.9 -0.1 0.2
0.0 0.5 0.7
-0.3 1.0 0.4
1.2 -0.3 1.4
0.1 0.0 1.7
-0.5 0.9 -0.7
0.8 -0.5 -1.4
0.6 1.0 -0.6
1.2 -0.8 -2.0
-1.9 0.1 -0.4
0.1 -1.5 0.5
-0.6 1.7 0.2
0.4 0.5 1.3
0.7 -1.4 -0.5
-0.1 -0.1 -0.7
-0.4 0.7 -0.4
-0.1 -0.3 -0.3
-0.5 -0.4 0.1
-0.5 0.5 0.5
-0.1 -0.4 0.0
-0.3 0.3 0.7
0.4 -0.4 0.0
0.2 0.2 0.8
-0.1 -0.4 0.1
-0.3 -0.4 1.1
0.3 0.1 -0.1
-0.2 0.4 -0.5
-0.5 -0.8 -0.1
0.0 -0.7 -0.3
0.8 0.9 -0.4
-1.0 -0.4 0.0
0.0 0.6 -0.2
0.3 0.8 0.2
-0.2 0.1 0.9
0.6 0.7 -2.0
1.9 -0.5 0.5
0.9 1.0 0.3
-0.4 -1.6 0.5
-0.7 1.2 0.8
0.0 -1.3 1.3
0.2 -0.6 -1.0
0.9 -0.7 -1.1
-0.3 -0.6 1.4
-0.4 -0.1 -0.1
0.5 0.1 -0.9
-0.3 0.2 -0.1
-0.1 -0.3 0.5
-1.0 -0.4 -0.3
-0.5 0.3 -0.4
-0.2 -0.1 0.4
-0.7 -0.1 -0.2
-0.2 0.4 -0.6
-0.2 0.1 -0.5
0.1 0.0 0.5
-0.6 0.1 0.2
0.2 0.1 -0.1
0.5 0.4 -0.8
-0.4 0.8 0.1
0.3 -0.4 0.0
0.3 0.1 0.2
0.1 -0.3 0.0
-0.1 0.6 0.3
-0.1 0.6 0.2
-0.4 1.1 0.5
1.7 0.0 -0.1
-0.3 1.4 -0.3
-0.2 -0.3 -0.4
0.0 0.8 -1.0
0.1 -0.7 0.3
1.1 -1.3 -0.3
-1.5 -0.4 0.8
-0.8 1.3 0.8
0.2 -0.1 1.4
0.1 0.0 0.6
-0.3 -0.1 -0.3
0.4 -1.0 -0.4
0.2 -0.4 0.6
0.0 -0.2 0.2
-0.2 -0.2 0.1
0.3 0.3 -0.3
-0.6 0.4 0.6
0.1 0.0 0.1
0.3 0.4 0.7
0.9 -0.5 0.1
-0.6 0.1 -0.1
0.1 -0.6 -0.7
-0.1 -0.1 0.2
-0.1 0.2 -1.2
0.1 -0.2 -0.1
-0.4 -0.2 -0.8
0.0 0.1 -0.2
-0.5 -0.2 0.4
0.5 0.4 -1.2
-0.6 0.2 -0.2
-0.2 1.0 -0.5
-0.5 -0.3 0.8
0.8 -0.9 0.4
1.0 0.4 -1.2
0.0 -0.5 1.0
0.7 0.1 -1.3
0.3 1.1 -0.2
-1.3 -0.7 0.9
0.9 0.4 0.9
-0.1 -0.3 -0.1
0.1 -0.3 0.3
0.1 -0.1 0.4
0.5 0.0 -0.3
0.1 0.2 -0.1
0.3 0.1 -0.5
-0.5 0.1 -0.5
-0.3 0.4 0.0
-0.6 -0.3 0.0
-0.8 0.0 0.7
0.2 -0.3 -0.2
0.0 0.3 -0.2
0.5 -0.1 -0.3
-0.1 0.4 -0.3
-0.3 0.2 0.0
0.0 -0.3 0.1
-0.2 0.1 0.0
0.6 0.1 0.6
-0.1 -0.2 0.1
-0.4 -0.7 -0.5
-0.8 -0.8 0.4
0.8 -1.0 -0.6
-0.4 0.6 1.5
0.4 0.6 -0.2
-0.2 -0.1 -0.3
0.4 0.4 -0.2
-0.3 0.4 0.7
-0.1 0.4 0.3
0.1 -0.3 -1.4

The net charge is 0. The energy relative to the best compared isomer or geometry (same formula, charge and spin) is 0.000 eV. Its structure (SMILES) is CC1(C)CCCC(C)(C)N1O.CC1(C)CCCC(C)(C)N1O.CC1(C)CCCC(C)(C)N1O.CC1(C)CCCC(C)(C)N1O.CC1(C)CCCC(C)(C)N1O.CCO.O.O. The value obtained for the gap between HOMO and LUMO is 8.6842 eV.

---

No. 3
Entry from OMol25: a single C3H7NO molecule (ωB97M-V/def2-TZVPD).

CARTESIAN COORDINATES (ANGSTROEM)
C (-0.093, -0.701, -0.766)
C (0.001, -0.079, 0.569)
C (1.302, 0.441, 1.149)
H (-2.011, -1.680, -1.295)
H (-1.101, -0.640, -2.522)
H (0.464, -0.080, -1.460)
H (0.372, -1.662, -0.598)
H (-0.731, -0.394, 1.364)
H (1.402, 0.405, 2.284)
H (2.287, 0.499, 0.629)
N (-1.414, -0.719, -1.433)
O (0.245, 1.327, 0.739)

Forces on the atoms, in the same order (eV/Å):
-0.3 0.3 -0.5
0.1 1.1 2.6
-0.8 -0.1 1.1
2.2 3.1 -0.5
-1.7 -0.7 3.4
0.8 -0.1 0.2
0.2 -0.6 -0.6
0.7 -0.1 -1.0
0.0 -0.1 -1.6
-1.1 -0.1 0.0
-0.6 -2.3 -2.6
0.5 -0.4 -0.6

The net charge is 0. The energy relative to the best compared isomer or geometry (same formula, charge and spin) is 3.134 eV. Its structure (SMILES) is NC[C@H]1CO1. The value obtained for the gap between HOMO and LUMO is 10.4973 eV.

---

No. 4
Entry from OMol25: 2 unconnected molecules or ions with the total composition C9H14O (ωB97M-V/def2-TZVPD).

CARTESIAN COORDINATES (ANGSTROEM)
C (0.516, 1.049, 2.236)
C (0.689, -0.684, 0.485)
C (1.401, 0.351, 1.270)
C (1.189, -1.159, -0.662)
C (2.606, -0.858, -0.839)
C (2.747, 0.566, 1.101)
C (3.400, -0.145, 0.077)
O (3.215, -1.213, -1.941)
H (-0.288, -0.907, 0.896)
H (0.765, -1.729, -1.475)
H (0.928, 1.885, 2.791)
H (0.225, 0.252, 2.936)
H (3.292, 1.424, 1.471)
H (2.652, -1.521, -2.669)
H (4.473, -0.190, -0.033)
H (-0.446, 1.339, 1.803)
C (-3.809, 0.680, -0.583)
C (-3.027, -0.407, -1.315)
H (-4.481, 0.421, 0.240)
H (-3.286, 1.490, -0.059)
H (-4.354, 1.270, -1.329)
H (-2.051, -0.033, -1.646)
H (-2.783, -1.160, -0.563)
H (-3.571, -0.721, -2.193)

Forces on the atoms, in the same order (eV/Å):
-0.2 -0.5 0.3
-0.3 0.9 0.9
-1.5 -0.6 -0.1
2.2 0.5 -0.1
-1.1 -0.5 -1.0
1.5 0.0 -2.1
-0.7 0.2 1.5
0.6 0.0 -0.1
-0.2 -0.1 -0.5
-0.7 -0.2 0.4
0.3 0.0 -0.1
0.0 0.2 0.3
-0.1 -0.3 0.9
-0.2 -0.1 0.3
0.1 0.5 -0.3
0.2 0.1 -0.3
-0.5 1.8 0.0
0.8 0.8 1.4
-0.3 -0.8 -0.6
1.0 -0.4 -0.3
-0.4 -0.2 0.2
-0.2 0.2 -0.1
-0.2 -0.7 -0.6
-0.1 -0.6 0.1

The net charge is +1. As for the multiplicity: 2. The energy relative to the best compared isomer or geometry (same formula, charge and spin) is 0.988 eV. As for the expectation value of S²: 0.767. The value obtained for the gap between HOMO and LUMO (spin up / spin down) is 9.8493 / 6.8075 eV.